13 unconnected molecules or ions with the total composition C44H92O29S2 in a non-equilibrium geometry. Source: OMol25; level of theory: ωB97M-V with the def2-TZVPD basis set.

Output
Frontier orbital gap   0.348 Ha
LUMO   0.07 eV
Net charge   0
HOMO   -9.411 eV
Calculated total energy   -4709.660893 a.u.

Last column: Mulliken charge in e.
Positions of all 167 atoms, in Å:
C (-1.1764, 5.4644, -3.4676)  -0.4440
C (-2.1508, 5.9774, -2.3896)  -0.5084
C (-1.1193, 6.7848, -1.5339)  -0.4175
O (-0.1609, 7.1508, -2.5091)  -0.4231
C (0.1419, 6.1513, -3.4104)  -0.3068
H (-1.6567, 5.5733, -4.4400)  0.2312
H (-1.0967, 4.3837, -3.3506)  0.2900
H (-2.6758, 5.2564, -1.7631)  0.3519
H (-2.8747, 6.6382, -2.8666)  0.2212
H (-0.7619, 6.0963, -0.7681)  0.2377
H (-1.6472, 7.5892, -1.0216)  0.3579
H (0.9283, 5.4449, -3.1446)  0.1577
H (0.5191, 6.6796, -4.2860)  0.2544
C (5.7096, 5.2133, -4.5838)  -0.4876
C (5.6700, 6.3965, -3.7207)  -0.4197
C (4.9982, 7.5023, -4.5588)  -0.4618
O (4.6051, 6.9261, -5.6831)  -0.4291
C (5.5871, 5.8497, -6.0036)  -0.4807
H (5.0208, 4.3992, -4.3583)  0.3224
H (6.7131, 4.7909, -4.6357)  0.2225
H (6.6363, 6.6512, -3.2855)  0.3392
H (5.0399, 6.0250, -2.9125)  0.1869
H (5.7616, 8.2025, -4.8980)  0.2890
H (4.2225, 8.0236, -3.9977)  0.3134
H (6.4922, 6.3145, -6.3947)  0.2823
H (5.2655, 5.2199, -6.8331)  0.3243
C (7.0054, -2.3362, -1.7047)  -0.5513
C (6.6592, -3.0610, -2.9520)  -0.4568
C (6.0967, -1.9479, -3.8757)  -0.4268
O (5.4720, -1.1420, -2.9263)  -0.3824
C (6.2223, -1.0538, -1.7013)  -0.4128
H (8.0682, -2.0984, -1.7502)  0.2239
H (6.9507, -2.8871, -0.7657)  0.3521
H (5.8843, -3.7762, -2.6758)  0.1902
H (7.5079, -3.5699, -3.4090)  0.3218
H (5.4801, -2.3988, -4.6531)  0.2995
H (6.8568, -1.3274, -4.3506)  0.2880
H (5.6290, -0.8283, -0.8152)  0.3072
H (6.9347, -0.2337, -1.7910)  0.2456
C (-1.3455, 2.6185, 8.5894)  -0.4481
C (-0.8349, 3.8952, 9.2448)  -0.4149
C (-0.4897, 3.3688, 10.6504)  -0.4944
O (0.0913, 2.0242, 10.3607)  -0.4288
C (-0.6884, 1.4391, 9.3782)  -0.3684
H (-0.9336, 2.5550, 7.5823)  0.1789
H (-2.4326, 2.5766, 8.5222)  0.3432
H (-1.5306, 4.7342, 9.2559)  0.3255
H (0.0995, 4.2183, 8.7857)  0.1669
H (-1.3241, 3.2765, 11.3457)  0.2856
H (0.2154, 4.0452, 11.1334)  0.3432
H (-1.4404, 0.7511, 9.7646)  0.2385
H (-0.0902, 0.8248, 8.7052)  0.2741
C (-0.3817, 2.0436, -8.2229)  -0.5462
C (1.0006, 1.7051, -7.9324)  -0.4682
C (0.9099, 1.1906, -6.4033)  -0.3268
O (-0.3675, 0.5662, -6.3350)  -0.3604
C (-1.1419, 0.9319, -7.4648)  -0.4472
H (-0.5587, 2.0231, -9.2982)  0.3102
H (-0.6965, 2.9972, -7.7991)  0.2664
H (1.6933, 2.5345, -8.0753)  0.3184
H (1.2510, 0.8155, -8.5104)  0.2686
H (0.9442, 1.9932, -5.6666)  0.1762
H (1.6829, 0.5126, -6.0414)  0.2294
H (-2.1625, 1.2221, -7.2152)  0.2879
H (-1.1242, 0.1836, -8.2573)  0.2920
O (-5.8659, -4.3886, 0.5216)  -0.5725
S (-5.9680, -5.7522, 1.0193)  1.1427
O (-7.3124, -6.3657, 1.3939)  -0.6071
O (-5.0710, -6.7361, 0.1114)  -0.3458
C (-4.0730, -6.1651, -0.7789)  -0.2500
C (-4.4533, -6.0718, -2.2687)  -1.0841
C (-4.9304, -5.9506, 2.4993)  -0.8755
H (-3.2700, -6.8783, -0.5925)  0.3741
H (-3.6981, -5.2245, -0.3754)  0.3462
H (-3.5724, -6.1908, -2.8995)  0.3314
H (-4.9803, -5.1348, -2.4491)  0.2890
H (-5.2585, -6.7760, -2.4780)  0.3001
H (-5.5016, -6.0938, 3.4166)  0.3504
H (-4.1850, -5.1739, 2.6702)  0.3173
H (-4.3495, -6.8603, 2.3467)  0.2853
O (0.3421, -8.0561, -5.8017)  -0.6018
S (1.7688, -7.8077, -5.7619)  1.1002
O (2.6975, -7.8953, -6.9451)  -0.5894
O (1.9459, -6.3802, -4.9066)  -0.2159
C (1.0637, -5.2186, -5.1634)  -0.2295
C (0.8638, -4.3242, -3.9111)  -1.0594
C (2.4235, -8.8329, -4.4358)  -0.8700
H (0.0342, -5.5485, -5.3024)  0.3213
H (1.3894, -4.5370, -5.9492)  0.2916
H (1.7372, -3.6804, -3.8069)  0.2272
H (0.8729, -4.9387, -3.0109)  0.3097
H (-0.0203, -3.6951, -4.0146)  0.3455
H (2.4613, -9.8824, -4.7278)  0.3678
H (1.7331, -8.7048, -3.6021)  0.2912
H (3.4243, -8.4691, -4.2031)  0.3134
C (0.2967, -11.6780, 1.2635)  -0.6243
O (0.9227, -10.4287, 0.7086)  -0.3238
C (0.7607, -9.2209, 1.2027)  0.8203
O (-0.1521, -8.8926, 1.8951)  -0.5690
O (1.7158, -8.4000, 0.6830)  -0.3174
C (1.8302, -7.0486, 1.0989)  -0.5987
H (-0.6223, -11.4434, 1.8006)  0.3132
H (1.0214, -12.0016, 2.0106)  0.2858
H (0.2193, -12.4655, 0.5139)  0.2221
H (0.8365, -6.6013, 1.1248)  0.3060
H (2.4112, -6.6017, 0.2921)  0.2029
H (2.3176, -7.0741, 2.0735)  0.2818
C (-3.7045, 6.4123, 4.3160)  -0.6235
O (-5.0666, 6.0076, 4.3637)  -0.3317
C (-5.5943, 5.5751, 3.1596)  0.8888
O (-4.9077, 5.5030, 2.1486)  -0.5858
O (-6.9039, 5.2999, 3.2912)  -0.3167
C (-7.6651, 4.9998, 2.1616)  -0.6432
H (-3.7990, 7.4886, 4.4603)  0.2626
H (-3.1557, 6.1079, 3.4248)  0.2961
H (-3.0423, 6.1203, 5.1310)  0.2254
H (-8.2773, 5.8076, 1.7608)  0.2601
H (-8.3467, 4.2186, 2.4982)  0.2435
H (-7.0526, 4.5760, 1.3657)  0.3250
C (-1.3029, -4.7031, 8.9009)  -0.6339
O (-0.0404, -4.4991, 8.0899)  -0.3184
C (-0.1526, -3.7705, 7.0062)  0.8114
O (-1.1506, -3.1050, 6.6564)  -0.6008
O (0.9826, -4.0252, 6.2312)  -0.3120
C (1.1652, -3.3726, 4.9785)  -0.6737
H (-1.1897, -5.6588, 9.4128)  0.2611
H (-2.2225, -4.7814, 8.3210)  0.3099
H (-1.3248, -3.9805, 9.7166)  0.2825
H (2.2109, -3.6282, 4.8078)  0.2872
H (1.2336, -2.2848, 4.9651)  0.2944
H (0.4705, -3.5862, 4.1661)  0.2924
C (-2.0263, 1.0520, 2.1710)  -0.6977
O (-0.9363, 1.1020, 1.2424)  -0.3438
C (-0.3459, 0.0500, 0.7968)  0.8820
O (-0.7682, -1.1146, 0.8136)  -0.6350
O (0.7288, 0.4865, 0.1103)  -0.3014
C (1.3066, 1.8038, 0.2612)  -0.5897
H (-1.6245, 1.1749, 3.1767)  0.2933
H (-2.5913, 0.1263, 2.0615)  0.3224
H (-2.7487, 1.8269, 1.9148)  0.2465
H (2.2787, 1.8400, -0.2306)  0.2608
H (1.5288, 2.2451, 1.2328)  0.3146
H (0.6522, 2.5087, -0.2516)  0.2447
C (5.1365, 5.3118, 3.9078)  -0.6551
O (5.0084, 4.8539, 5.2848)  -0.3025
C (4.2513, 3.8271, 5.5272)  0.8286
O (3.6994, 3.0415, 4.7406)  -0.6107
O (4.2568, 3.8264, 6.7981)  -0.2798
C (3.9358, 2.7251, 7.5023)  -0.7692
H (5.6194, 6.2825, 3.7951)  0.2620
H (4.1667, 5.5911, 3.4958)  0.2958
H (5.6374, 4.5515, 3.3085)  0.2761
H (3.1929, 2.0122, 7.1446)  0.3359
H (3.4537, 3.0500, 8.4243)  0.2904
H (4.7536, 2.0197, 7.6501)  0.3270
C (-7.2000, 4.6484, -3.8564)  -0.7217
O (-6.3066, 3.7565, -3.2805)  -0.2105
C (-6.1180, 2.5004, -3.8491)  0.6087
O (-6.6712, 2.0523, -4.8303)  -0.5333
O (-5.2683, 1.7874, -3.0000)  -0.1958
C (-5.1546, 0.3538, -3.1017)  -0.6476
H (-8.1863, 4.5036, -3.4154)  0.2984
H (-7.3534, 4.5275, -4.9288)  0.3358
H (-6.8741, 5.6800, -3.7235)  0.2392
H (-4.5266, -0.1348, -2.3567)  0.2478
H (-4.8575, 0.0312, -4.0995)  0.2770
H (-6.1216, -0.1229, -2.9411)  0.3006

Forces on atoms 1 to 6 (eV/Å):
C -2.225 -2.717 -1.629
C 1.272 1.063 0.275
C -1.512 -1.375 -1.059
O 1.140 2.804 2.553
C -0.362 0.022 0.085
H 0.057 0.086 -0.130



6 unconnected molecules or ions with the total composition C44H93BrN4O9P in a non-equilibrium geometry. Source: OMol25; level of theory: ωB97M-V with the def2-TZVPD basis set.

Output
Frontier orbital gap   0.309 Ha
LUMO   -2.03 eV
Net charge   +1
HOMO   -10.433 eV
Calculated total energy   -5543.475797 a.u.

Last column: Mulliken charge in e.
Positions of all 152 atoms, in Å:
C (5.9185, -0.8336, -8.7225)  -1.1575
C (5.4422, -1.9335, -7.6967)  -0.5592
C (4.6358, -1.2205, -6.5422)  -0.3815
C (3.4123, -2.0868, -6.0194)  -0.6212
N (2.9041, -1.5385, -4.7789)  0.7401
C (1.7640, -0.6300, -4.7963)  -0.1064
C (1.5665, 0.2510, -6.0726)  -1.0105
C (0.9176, -0.4198, -7.3457)  0.6372
C (-0.3912, 0.2799, -7.8814)  -1.3377
C (1.9745, -0.2826, -8.5368)  -1.2920
C (0.4829, -1.4898, -4.4461)  -1.7764
C (-0.6712, -0.7951, -3.6195)  1.9778
Br (-1.7671, 0.4163, -4.7859)  -0.0348
C (-1.5362, -1.9789, -3.0187)  -0.2158
C (-3.0648, -1.9581, -3.3512)  -1.5342
C (-3.8933, -0.9001, -2.4940)  0.2944
C (-4.8349, 0.0194, -3.3751)  -1.1853
C (-0.1463, 0.1924, -2.4908)  -2.3618
O (0.2864, -0.4457, -1.3320)  -0.1807
C (-0.5652, -0.2612, -0.2043)  -0.2810
C (0.2709, 0.1268, 1.0838)  -0.4693
N (0.1192, -0.8657, 2.1567)  -0.4470
C (0.3115, -0.2681, 3.4868)  -0.4732
C (1.8225, 0.1091, 3.6904)  0.6538
C (2.5446, -0.9515, 4.6340)  -1.2739
O (1.9475, 1.4441, 4.2250)  -0.5242
N (0.9574, 1.0832, -3.0292)  0.2206
P (1.4091, 2.3124, -1.7423)  0.3642
N (1.7761, 3.8191, -2.5900)  -0.7166
O (-0.0054, 2.7163, -0.8966)  -0.5963
C (2.1097, 0.2998, -3.5276)  -1.3195
C (3.4373, 1.0790, -3.8260)  -0.4235
C (4.5697, 0.5771, -2.8421)  -0.8632
O (4.2732, 0.8810, -1.4804)  -0.4146
H (5.0165, -0.4139, -9.2265)  0.2132
H (6.6157, -1.2801, -9.4687)  0.4031
H (6.3976, -0.0081, -8.1524)  0.2857
H (4.7604, -2.6687, -8.1823)  0.3108
H (6.3348, -2.4475, -7.2631)  0.4288
H (4.3295, -0.2182, -6.9195)  0.2223
H (5.3376, -1.0440, -5.6869)  0.3332
H (2.6880, -2.3408, -6.8235)  0.1750
H (3.9014, -3.0661, -5.7623)  0.3363
H (2.9302, -2.1511, -3.9678)  0.4688
H (2.4835, 0.7825, -6.4205)  0.6055
H (0.8615, 1.0794, -5.7822)  0.5750
H (0.7384, -1.5160, -7.2612)  0.3444
H (-0.4196, 0.2158, -8.9951)  0.3995
H (-1.2606, -0.3249, -7.5162)  0.2551
H (-0.5172, 1.3294, -7.5391)  0.2163
H (1.4972, -0.4902, -9.5277)  0.5134
H (2.3539, 0.7694, -8.5547)  0.3264
H (2.8142, -1.0055, -8.4509)  -0.0127
H (0.8327, -2.3426, -3.8044)  0.2106
H (-0.0009, -1.9717, -5.3283)  0.3430
H (-1.4524, -2.0750, -1.9138)  0.1473
H (-1.1442, -2.9464, -3.4267)  0.1627
H (-3.3183, -1.9278, -4.4324)  0.6246
H (-3.4546, -2.9510, -2.9975)  0.4313
H (-3.1962, -0.3201, -1.8360)  -0.2616
H (-4.5664, -1.4526, -1.7902)  0.4577
H (-4.7588, -0.3305, -4.4258)  0.2464
H (-4.5101, 1.0751, -3.2512)  0.2710
H (-5.8981, -0.0503, -3.0437)  0.3239
H (-1.0095, 0.8908, -2.3360)  1.4303
H (-1.1087, -1.2092, 0.0541)  0.2127
H (-1.3437, 0.5238, -0.3110)  0.3140
H (-0.1400, 1.1037, 1.4807)  0.2593
H (1.3398, 0.3394, 0.8332)  0.0078
H (-0.8276, -1.2458, 2.1586)  0.3408
H (-0.3102, 0.6616, 3.6074)  -0.1951
H (-0.0309, -0.9722, 4.2831)  0.5673
H (2.4028, 0.1012, 2.7334)  0.1261
H (2.9489, -0.4681, 5.5540)  0.2752
H (1.8331, -1.7729, 4.8961)  0.3500
H (3.3603, -1.4411, 4.0487)  0.3100
H (2.8340, 1.7096, 3.9526)  0.2945
H (0.5512, 1.6635, -3.7881)  1.0297
H (2.7890, 3.8954, -2.4427)  0.3381
H (1.4027, 4.5918, -2.0283)  0.3110
H (0.2451, 2.9993, -0.0074)  0.3650
H (2.3784, -0.4507, -2.7398)  0.5119
H (3.8656, 0.8762, -4.8355)  0.0641
H (3.3928, 2.1850, -3.7271)  0.3743
H (5.5286, 1.0137, -3.2167)  0.4000
H (4.6705, -0.5354, -2.9576)  0.3074
H (4.8594, 0.3061, -0.9758)  0.3045
C (-3.3303, 0.9474, 3.7553)  -0.0667
C (-3.2760, 1.0238, 5.2687)  -0.5622
C (-4.4338, 0.1304, 5.6700)  -0.2156
O (-4.5585, -0.8742, 4.6457)  -0.5732
C (-3.7486, -0.4943, 3.5266)  -0.4555
H (-2.3856, 1.1983, 3.2688)  0.2013
H (-4.0995, 1.6232, 3.3775)  0.2833
H (-2.3335, 0.5977, 5.6289)  0.1067
H (-3.3637, 2.0362, 5.6617)  0.4391
H (-5.3737, 0.6901, 5.7075)  0.0696
H (-4.2762, -0.3484, 6.6347)  0.3069
H (-2.8769, -1.1620, 3.5025)  0.3565
H (-4.3133, -0.6262, 2.6020)  0.1759
C (-8.5333, 1.8769, 2.4231)  -0.5559
C (-8.2668, 0.4347, 2.8151)  -0.7274
C (-6.7615, 0.4343, 3.0135)  -0.0548
O (-6.4052, 1.7530, 3.4565)  -0.3747
C (-7.5296, 2.6261, 3.2812)  -0.5417
H (-9.5611, 2.1970, 2.5949)  0.3536
H (-8.3025, 2.0227, 1.3635)  0.2445
H (-8.7682, 0.2088, 3.7605)  0.2933
H (-8.5977, -0.2913, 2.0722)  0.3845
H (-6.2376, 0.2425, 2.0698)  0.0524
H (-6.4350, -0.3000, 3.7465)  0.3184
H (-7.9414, 2.8484, 4.2715)  0.2950
H (-7.1997, 3.5611, 2.8246)  0.2689
C (1.6386, -6.1680, -2.3949)  -0.5604
C (1.9688, -6.4320, -3.8524)  -0.6360
C (2.2097, -5.0299, -4.3805)  -0.1183
O (2.7282, -4.2584, -3.2839)  -0.3413
C (2.5602, -5.0075, -2.0683)  -0.4494
H (1.7953, -7.0288, -1.7459)  0.3826
H (0.5942, -5.8549, -2.3014)  0.2042
H (2.8869, -7.0214, -3.9238)  0.2613
H (1.1830, -6.9593, -4.3926)  0.3632
H (1.2741, -4.5626, -4.7101)  0.0847
H (2.9184, -5.0094, -5.2093)  0.2507
H (3.5465, -5.3610, -1.7521)  0.3525
H (2.1582, -4.3566, -1.2897)  0.2123
C (5.6748, 4.1361, 7.2315)  -0.5529
C (4.1721, 4.0059, 7.4038)  -0.6157
C (3.7446, 3.4962, 6.0401)  -0.2984
O (4.8365, 2.7220, 5.5250)  -0.3735
C (5.9939, 2.9464, 6.3425)  -0.4574
H (6.2276, 4.1243, 8.1707)  0.3354
H (5.9094, 5.0677, 6.7084)  0.2590
H (3.9497, 3.2572, 8.1696)  0.2782
H (3.6784, 4.9363, 7.6842)  0.3668
H (3.5625, 4.3245, 5.3460)  0.2367
H (2.8477, 2.8772, 6.0849)  0.2739
H (6.1681, 2.0426, 6.9359)  0.2749
H (6.8640, 3.1171, 5.7064)  0.2510
C (-4.0138, 2.0637, 10.7503)  -0.5734
C (-2.5570, 2.0414, 10.3272)  -0.5680
C (-2.5617, 0.9796, 9.2420)  -0.4092
O (-3.8565, 1.0228, 8.6279)  -0.2542
C (-4.7271, 1.8320, 9.4305)  -0.4694
H (-4.3157, 2.9898, 11.2393)  0.3312
H (-4.2146, 1.2346, 11.4349)  0.2614
H (-2.2793, 3.0103, 9.9017)  0.2747
H (-1.8661, 1.8159, 11.1395)  0.3488
H (-2.4217, -0.0213, 9.6641)  0.2785
H (-1.7925, 1.1484, 8.4854)  0.2210
H (-4.8955, 2.7753, 8.8993)  0.2907
H (-5.6863, 1.3265, 9.5532)  0.2751

Forces on atoms 1 to 6 (eV/Å):
C -0.410 -0.793 0.416
C -0.186 1.030 0.188
C 0.123 -0.536 -0.317
C 2.361 -0.515 0.110
N -0.387 0.687 -0.866
C -0.712 -0.031 1.010



Q: Number 2 is which compound?
A: C44H93BrN4O9P



Q: The lowest calculated total energy belongs to which entry?
A: C44H93BrN4O9P



Q: Look up the HOMO of the first one.
A: -9.411 eV



Q: What is the formula in the first record?
A: C44H92O29S2